No. 1
{
  "formula": "C19H33BO5",
  "method": "ωB97M-V with the def2-TZVPD basis set",
  "e_tot_ha": -1144.713617,
  "mol_weight_g_mol": 352.280,
  "fmax_ev_per_a": 0.7,
  "multiplicity": 1,
  "species": ["O", "O", "O", "O", "O", "C", "C", "C", "C", "C", "C", "C", "C", "C", "C", "C", "C", "C", "C", "C", "C", "C", "C", "C", "B", "H", "H", "H", "H", "H", "H", "H", "H", "H", "H", "H", "H", "H", "H", "H", "H", "H", "H", "H", "H", "H", "H", "H", "H", "H", "H", "H", "H", "H", "H", "H", "H", "H"],
  "positions_angstrom": [[-6.3762, -0.9704, -0.5389], [0.2406, -5.2925, 0.1799], [-3.7762, 0.1774, 0.2042], [0.6338, -2.3999, -0.1213], [5.4821, 4.4852, 0.5056], [2.2776, 4.1119, -0.5205], [0.5155, -2.2658, 1.2838], [1.0256, 3.7991, -0.0031], [-6.8346, -0.7084, 0.7739], [-4.2696, 0.0891, -1.1212], [1.3375, 1.5040, -0.5908], [-0.8211, 2.1893, 0.5249], [-5.7799, 0.1501, -1.1689], [0.9006, -4.6793, -0.9137], [-3.3949, -1.0671, 0.7578], [3.0693, 3.1166, -1.0791], [4.6316, 1.2544, 2.3898], [-1.1568, -5.0703, 0.1988], [4.4622, 3.4390, -1.5914], [0.5453, 2.4974, -0.0298], [1.5745, -3.3846, -0.5164], [2.5858, 1.8098, -1.1057], [5.9662, 1.9806, 0.2111], [5.2578, 1.5872, 1.4240], [5.3257, 3.3562, -0.2829], [-6.0779, -0.1931, 1.3701], [-6.1302, 1.0801, -0.7091], [-1.4151, 1.6486, -0.2120], [-6.1000, 0.1482, -2.2151], [5.8363, 1.2046, -0.5439], [4.1506, 0.9522, 3.2868], [-1.5220, -5.3864, 1.1744], [-1.3996, -4.0148, 0.0514], [1.3817, -1.7335, 1.6925], [4.4652, 4.4474, -2.0030], [-3.2652, -0.9252, 1.8300], [2.2962, -3.5675, 0.2860], [-1.6567, -5.6643, -0.5740], [-0.7750, 1.5665, 1.4181], [-1.3387, 3.1167, 0.7580], [-0.3787, -1.6762, 1.4810], [0.1965, -4.4965, -1.7322], [4.9811, 4.4164, 1.3264], [-4.1521, -1.8362, 0.5889], [3.2229, 1.0438, -1.5306], [-7.7483, -0.1044, 0.7546], [2.6563, 5.1257, -0.5004], [0.4305, 4.5922, 0.4311], [0.9939, 0.4767, -0.6327], [2.1208, -2.9917, -1.3792], [-2.4393, -1.3886, 0.3265], [1.6624, -5.3778, -1.2724], [-3.9173, -0.8301, -1.6008], [0.4210, -3.2347, 1.7789], [-7.0591, -1.6681, 1.2365], [-3.8641, 0.9384, -1.6802], [7.0265, 2.0924, 0.4414], [4.7622, 2.7208, -2.3526]]
}

=====

No. 2
{
  "formula": "C4H38N3O13",
  "method": "ωB97M-V with the def2-TZVPD basis set",
  "total_charge": 1,
  "e_above_lowest_kcal_mol": 78.9,
  "mol_weight_g_mol": 336.356,
  "fmax_ev_per_a": 7.6,
  "multiplicity": 1,
  "species": ["O", "O", "O", "O", "O", "O", "O", "O", "O", "O", "O", "O", "O", "N", "N", "N", "C", "C", "C", "C", "H", "H", "H", "H", "H", "H", "H", "H", "H", "H", "H", "H", "H", "H", "H", "H", "H", "H", "H", "H", "H", "H", "H", "H", "H", "H", "H", "H", "H", "H", "H", "H", "H", "H", "H", "H", "H", "H"],
  "positions_angstrom": [[-2.6619, 0.3502, -1.1163], [-2.8176, -1.8260, 2.9368], [2.9549, -1.5476, 2.5259], [-0.8058, 2.6590, -0.7995], [0.4517, 2.8873, -3.0708], [-4.1175, -0.4208, 0.9931], [1.2704, 1.8984, 3.7562], [2.0302, 0.4389, -3.0560], [-0.3304, -3.2746, 3.5035], [-3.7911, 2.6499, -1.7297], [-1.9640, 1.9503, -3.3275], [1.9463, 3.3875, -0.3038], [3.9013, -1.0691, -1.8640], [-0.5444, -3.9870, 0.1989], [2.0065, -2.1785, -0.3173], [2.1199, 0.7281, 0.8982], [0.6594, 0.2545, 0.9438], [-0.4416, -2.6006, 0.0668], [0.6400, -1.9218, -0.2242], [0.3212, -0.4635, -0.3462], [0.7235, -0.4088, 1.8929], [1.6649, 0.1739, -3.8855], [1.1400, 2.4434, 4.4205], [3.8919, -1.7159, 2.6954], [2.3889, 4.2039, -0.1114], [-4.7659, -1.0290, 0.6681], [-4.5273, 2.2665, -1.2686], [0.1186, -4.5849, -0.1783], [2.0970, -3.2056, -0.2602], [-0.8309, -0.3679, -0.3961], [0.9647, 0.9939, 3.9839], [2.3198, 1.6589, 0.5126], [-0.3454, 2.7613, -1.7239], [0.7142, 0.1131, -1.3224], [2.5288, -1.7065, -1.0528], [0.5710, -3.1356, 3.6940], [0.9241, 3.6206, -3.5097], [2.7038, -2.0027, 1.7502], [-0.0473, 1.2353, 1.0650], [-2.5559, 2.5288, -2.8332], [3.6738, -0.3355, -2.4398], [-3.2465, 0.0834, -1.8126], [2.7294, 0.0668, 0.3632], [-2.4412, 1.0462, -3.1199], [1.5106, 1.0814, -2.6974], [4.6983, -1.4610, -2.0854], [-1.9143, -2.1984, 3.0998], [-1.3541, -1.9529, 0.2690], [-1.4740, -4.3233, 0.3683], [-3.3326, -1.9229, 3.7812], [2.4175, 0.6005, 1.9076], [-3.2331, 0.4329, -0.3218], [-0.3306, -3.8567, 2.6629], [-3.8082, -0.7953, 1.8293], [-3.8190, 3.5238, -1.3288], [-0.4334, 2.9725, -3.4144], [0.9598, 3.6068, -0.1111], [-1.1082, 1.6744, -0.7583]]
}

=====

No. 3
{
  "formula": "C25H28CaCl5O2",
  "method": "ωB97M-V with the def2-TZVPD basis set",
  "total_charge": -1,
  "e_above_lowest_kcal_mol": 0.0,
  "mol_weight_g_mol": 577.840,
  "fmax_ev_per_a": 2.4,
  "multiplicity": 1,
  "species": ["Ca", "Cl", "Cl", "Cl", "Cl", "Cl", "O", "O", "C", "C", "C", "C", "C", "C", "C", "C", "C", "C", "C", "C", "C", "C", "C", "C", "C", "C", "C", "C", "C", "C", "C", "C", "C", "H", "H", "H", "H", "H", "H", "H", "H", "H", "H", "H", "H", "H", "H", "H", "H", "H", "H", "H", "H", "H", "H", "H", "H", "H", "H", "H", "H"],
  "positions_angstrom": [[0.6597, 0.1609, -0.3868], [-4.3389, 2.0093, -2.5241], [-5.2175, 0.6401, 2.6608], [-2.1623, -0.1500, 2.9262], [-6.3175, 1.7023, -0.0607], [-1.3914, 0.8932, -2.3126], [1.1962, 0.4337, -5.5155], [4.3609, 1.1212, -4.2338], [6.7454, 0.3028, -4.1561], [2.0218, 1.4017, 1.6177], [5.5275, 1.1125, -6.1293], [-4.6586, 1.3416, 0.1077], [0.6498, 2.7256, 0.3235], [-2.7957, 0.4726, 1.4486], [0.7822, 2.0964, 1.5907], [-0.6635, -2.2878, 0.6199], [6.2130, 2.7661, -4.2652], [1.1125, -1.5945, -4.2046], [-1.9766, 0.5597, 0.3467], [5.7626, 1.3553, -4.6151], [1.3852, -0.0826, -4.1453], [2.6669, 1.6094, 0.3675], [0.2780, -2.0469, 1.6466], [1.8254, 2.4390, -0.4287], [1.5758, -2.0403, 1.0712], [-2.4527, 0.9770, -0.8549], [-0.0268, -1.6704, -5.2196], [0.0385, -2.4578, -0.6022], [0.2356, -0.4699, -6.1627], [-3.7927, 1.4323, -1.0052], [1.4383, -2.3873, -0.3067], [4.0682, 0.9869, -5.7125], [-4.1569, 0.8554, 1.3461], [5.9375, 0.1541, -6.4582], [6.9441, 0.3884, -3.0843], [6.3582, -0.6889, -4.4061], [2.2407, -2.6532, -0.9898], [0.0529, -1.9702, 2.7031], [0.6220, 0.3692, -3.4588], [2.0656, 2.8262, -1.4107], [0.8529, -2.0468, -3.2432], [2.4349, 0.8619, 2.4713], [5.4845, 3.5223, -4.6031], [6.3295, 2.8470, -3.1784], [-0.1683, 3.3713, 0.0103], [2.5083, -1.8824, 1.6096], [0.0913, 2.1931, 2.4291], [7.6993, 0.4304, -4.6935], [7.1937, 2.9963, -4.7108], [5.8700, 1.8951, -6.8021], [3.6282, 0.0033, -5.9043], [2.3788, 0.2156, -3.7684], [-0.9627, -1.4406, -4.6558], [3.3494, 1.7545, -6.0186], [0.6440, -0.8411, -7.1243], [3.6549, 1.2542, 0.0921], [2.0293, -2.0908, -4.5501], [-0.4030, -2.7015, -1.5667], [-0.1084, -2.6535, -5.7111], [-1.7309, -2.3923, 0.7514], [-0.7460, 0.0774, -6.3807]]
}

=====

- What is the formula in the third record?
  C25H28CaCl5O2